[1]
The following is a quantum chemistry calculation of an isolated molecule of HN2OP in a non-equilibrium geometry, from the Open Molecules 2025 dataset.

Calculated values
* total energy: -14326.593 eV
* relative energy (zero: lowest compared OMol25 entry of this formula, charge and spin): 21.2 kJ/mol
* <S²>: 2.01
* spin multiplicity: 3

Last column: Löwdin spin population.
Positions of all 5 atoms, in Å:
N 0.166 0.509 -0.984  0.4628
N -0.094 0.156 0.077  0.3425
O 0.979 1.086 -1.690  0.4030
P -0.954 -0.381 1.293  0.7282
H -0.097 -1.369 1.304  0.0635

---

[2]
The following is a quantum chemistry calculation of the ion C9H12NOS with charge +1 in a non-equilibrium geometry, from the Open Molecules 2025 dataset.

Calculated values
* total energy: -23891.057 eV
* charge: +1
* relative energy (zero: lowest compared OMol25 entry of this formula, charge and spin): 248.3 kJ/mol

Last column: Löwdin charge in e.
Positions of all 24 atoms, in Å:
C 0.563 3.561 -0.904  -0.0825
C 1.271 2.558 -1.515  -0.0856
C 0.783 1.262 -1.582  -0.0183
C -0.391 0.957 -0.813  -0.2858
O -0.851 -0.290 -0.471  -0.1185
C 0.158 -1.541 -0.528  -0.3794
N -0.751 -2.598 0.126  0.0782
C -0.674 -2.351 1.546  -0.2504
C 0.790 -2.436 1.915  -0.3887
S 1.498 -1.310 0.622  1.0027
C -1.111 1.999 -0.200  -0.0232
C -0.654 3.302 -0.282  -0.0752
H 0.906 4.595 -1.056  0.1204
H 2.091 2.824 -2.009  0.0689
H 1.392 0.617 -2.274  0.1336
H 0.473 -1.438 -1.481  0.0770
H -0.552 -3.598 0.010  0.2018
H -1.649 -2.246 -0.279  0.2061
H -1.140 -3.024 2.265  0.1512
H -0.910 -1.253 1.658  0.1503
H 1.011 -2.095 2.988  0.1349
H 1.078 -3.540 1.734  0.1166
H -2.103 1.921 0.258  0.1236
H -1.228 4.126 0.276  0.1425

---

[3]
The following is a quantum chemistry calculation of a cluster of 2 separate species, CH3NO2S2 in total in a non-equilibrium geometry, from the Open Molecules 2025 dataset.

Calculated values
* total energy: -28336.039 eV
* relative energy (zero: lowest compared OMol25 entry of this formula, charge and spin): 422.9 kJ/mol

Last column: Löwdin charge in e.
Positions of all 9 atoms, in Å:
C -1.638 -0.050 0.124  -0.2815
N 2.053 -0.135 -0.398  -0.7706
O 1.584 -0.042 -1.489  -0.0647
O 0.775 0.714 0.700  -0.6348
S 3.071 -1.026 0.291  0.7793
S -0.371 1.315 0.017  0.8940
H -1.016 -0.660 0.743  0.0174
H -2.372 0.487 0.708  0.0160
H -2.086 -0.602 -0.696  0.0448

---

[4]
The following is a quantum chemistry calculation of a cluster of 3 separate species, C7H5N4O2 in total in a non-equilibrium geometry, from the Open Molecules 2025 dataset.

Calculated values
* total energy: -17380.651 eV
* charge: +1
* relative energy (zero: lowest compared OMol25 entry of this formula, charge and spin): 425.8 kJ/mol

Last column: Löwdin charge in e.
Positions of all 18 atoms, in Å:
C -0.503 -3.234 -2.637  -0.2208
C -2.434 -2.540 -1.338  0.1362
C -4.034 -1.778 0.498  -0.1899
C 3.297 4.292 -0.090  -0.0393
C 2.776 5.046 0.788  -0.2029
C 0.213 -4.128 0.768  -0.3870
C 2.300 5.281 1.982  -0.0009
N 0.508 -3.618 -3.001  0.2920
N -3.583 -2.439 -0.622  0.1662
N -4.508 -1.312 1.441  0.2595
N -1.685 -2.760 -2.301  0.2727
O 1.246 -4.589 0.982  0.2705
O -0.785 -3.625 0.483  0.1676
H 2.876 3.400 -0.593  0.0658
H 4.342 4.643 -0.477  0.0995
H 2.337 4.570 2.821  0.0811
H 1.781 6.121 2.084  -0.0033
H -4.144 -3.331 -0.785  0.2331